ORCA calculation (ωB97M-V/def2-TZVPD) on a structure of composition C16H17N6O2Pd at a distorted geometry.

Atoms and positions in Å:
C1 1.53 4.40 1.30
H1 1.92 -0.05 -3.47
H2 -2.83 -0.87 -0.18
N1 -2.84 -2.55 0.60
N2 -0.97 1.31 -1.23
C2 1.41 3.56 0.20
C3 0.33 1.60 -0.96
C4 -0.05 2.99 2.41
H3 -0.59 2.63 3.23
H4 2.33 1.32 -1.36
C5 1.36 -2.08 -0.20
C6 -0.24 0.01 -3.09
H5 -0.58 -0.51 -3.93
C7 0.37 -2.68 0.52
O1 -3.63 -4.16 -0.83
H6 1.10 4.60 3.33
H7 2.21 5.26 1.26
H8 -0.56 -2.72 2.54
N3 -2.87 -1.16 0.83
Pd1 -1.02 -0.44 1.95
H9 0.58 -2.55 -2.03
H10 -3.12 -3.20 1.37
C8 0.86 4.03 2.47
H11 -3.78 -0.84 1.11
H12 2.68 -0.17 2.28
C9 -1.25 0.52 -2.24
C10 1.06 0.36 -2.85
N4 1.52 -2.41 -1.59
H13 3.12 -0.69 -0.19
C11 0.53 2.51 0.25
C12 2.06 -0.83 1.71
H14 -2.28 0.41 -2.52
H15 -0.36 -3.27 0.01
C13 -3.33 -2.95 -0.75
H16 2.01 3.79 -0.66
C14 1.35 1.06 -1.67
O2 -3.32 -2.02 -1.60
C15 0.14 -2.20 1.84
H17 1.98 -1.67 -2.09
N5 1.07 -1.39 2.51
C16 2.31 -1.14 0.38
N6 -0.21 2.21 1.35

For the HOMO energy, the calculation gives -3.45 eV. Its charge is -1. The value obtained for the frontier orbital gap is 6.027 eV. The calculation puts the energy above the lowest of the compared OMol25 structures with the same formula, charge and spin at 21.6 kcal/mol.


ORCA calculation (ωB97M-V/def2-TZVPD) on a structure of composition C30H26AsCl2F6N2O6S2W at a distorted geometry.

Atoms and positions in Å:
H1 -0.51 -6.00 3.03
H2 -1.55 -0.74 3.13
H3 1.75 -2.38 2.64
H4 -4.16 0.01 -0.89
O1 -0.92 1.94 -1.81
C1 -1.66 4.99 1.23
H5 2.48 1.91 3.86
F1 2.19 3.79 -2.85
H6 -1.46 6.01 0.93
H7 0.21 -1.45 -2.74
H8 3.60 0.98 2.87
C2 -1.77 -0.79 -3.17
F2 1.92 0.23 -7.16
C3 0.71 -4.23 2.98
C4 0.08 -2.60 1.33
C5 -2.35 -0.04 3.32
N1 0.38 1.39 -3.92
C6 -4.33 0.62 4.51
C7 -0.73 -1.10 -2.33
H9 -3.27 -1.22 4.84
S1 0.42 1.84 -2.48
H10 -5.07 0.42 5.27
H11 -2.35 -0.75 0.62
H12 -1.93 -5.31 1.14
C8 0.92 -3.01 2.36
F3 0.01 -0.30 -6.29
H13 -3.78 -0.01 -3.33
C9 -1.15 -4.65 1.50
H14 0.71 0.49 3.05
H15 -1.58 -3.12 0.06
Cl1 -0.23 4.34 2.04
C10 -2.98 -0.31 -2.66
C11 -0.88 -0.95 -0.95
N2 1.66 0.18 2.89
C12 -2.14 -0.58 -0.43
C13 0.99 0.60 -6.31
C14 -1.42 1.36 1.55
H16 -1.65 -0.92 -4.24
H17 -5.19 2.50 3.93
C15 -3.31 -0.30 4.28
H18 1.30 -3.42 -1.08
S2 1.71 0.68 -4.60
O2 1.88 -0.66 -4.15
H19 5.24 -0.43 -1.26
O3 1.38 2.04 0.95
O4 3.04 3.30 1.70
C16 -0.34 -5.05 2.55
H20 3.24 0.24 0.02
C17 4.39 -2.30 -1.89
C18 -2.40 1.14 2.57
H21 5.26 -2.60 -2.47
C19 -3.44 2.05 2.79
F4 0.50 1.78 -6.65
C20 -4.39 1.79 3.76
H22 1.35 -4.56 3.78
F5 0.10 4.37 -3.07
H23 3.31 -4.10 -2.34
H24 -2.50 4.94 1.91
Cl2 -2.06 4.05 -0.23
O5 2.82 1.58 -4.61
C21 2.57 1.33 2.94
C22 0.97 3.62 -2.41
H25 -3.51 2.93 2.17
C23 3.29 -3.15 -1.83
C24 4.38 -1.09 -1.22
C25 -0.95 -3.42 0.88
H26 1.90 -0.46 3.64
C26 -3.19 -0.26 -1.30
As1 0.53 -0.97 0.40
C27 3.26 -0.71 -0.50
C28 2.14 -1.54 -0.48
C29 2.37 2.33 1.81
W1 -0.20 1.37 0.18
F6 0.92 3.95 -1.11
C30 2.16 -2.77 -1.12
O6 1.31 1.15 -1.54

For the HOMO energy, the calculation gives -11.07 eV. Its charge is +1. The value obtained for the frontier orbital gap is 7.258 eV. The calculation puts the energy above the lowest of the compared OMol25 structures with the same formula, charge and spin at 36.1 kcal/mol.


ORCA calculation (ωB97M-V/def2-TZVPD) on a cluster of 8 separate species, C27H60F10N8O20S10 in total at a distorted geometry.

Atoms and positions in Å:
S1 -2.21 3.67 -2.77
H1 -5.03 -5.18 -2.50
H2 -4.80 -6.82 3.38
H3 -0.86 -1.75 1.82
H4 -0.66 -4.08 -2.20
N1 4.44 -4.75 -1.97
H5 1.40 -2.55 0.27
F1 5.61 4.05 2.23
C1 -0.39 0.77 1.33
O1 -2.96 2.55 -3.38
S2 -4.49 -1.38 1.37
C2 0.01 -1.01 -0.41
H6 -3.04 -4.40 -1.37
N2 -3.07 4.63 -1.72
H7 -5.80 -6.72 -2.08
C3 4.22 4.10 -3.11
N3 1.24 -1.13 1.88
H8 1.98 -1.23 4.57
C4 2.87 -1.14 3.94
N4 5.77 2.73 0.44
S3 -3.48 3.55 -0.81
H9 -5.77 -4.64 2.22
H10 -1.90 -6.36 -2.33
F2 -2.06 4.65 -4.03
C5 1.28 -1.47 0.35
H11 1.58 3.97 -3.50
C6 0.81 0.34 2.09
F3 3.20 -3.92 -3.96
H12 -6.32 -5.49 0.16
C7 1.79 4.92 -3.01
O2 6.69 0.28 0.29
H13 4.67 5.84 -1.25
C8 2.81 3.58 -1.08
H14 -1.25 -6.81 -0.84
H15 2.09 7.03 -3.57
O3 4.48 2.07 2.48
C9 3.92 -2.00 4.57
H16 1.97 3.46 0.91
O4 -3.18 7.15 1.86
C10 3.65 6.01 -1.58
C11 2.61 -1.60 2.52
O5 -0.76 3.43 -2.53
H17 3.21 7.38 -0.02
O6 3.96 -3.68 0.30
S4 3.56 -3.42 -2.44
H18 -4.01 -4.65 1.94
H19 3.77 3.15 -3.41
N5 -2.56 5.58 3.96
H20 -0.56 1.81 1.60
O7 -1.40 4.65 1.99
H21 -2.89 -7.18 1.68
H22 3.10 -0.07 3.94
F4 -1.28 3.57 4.22
H23 1.87 5.73 1.45
H24 1.64 0.89 1.64
H25 0.34 -5.43 -1.75
N6 -3.70 -2.27 0.42
S5 -2.25 4.39 3.13
H26 -5.95 -7.12 2.14
O8 -5.01 5.61 2.60
S6 4.93 -4.05 -0.72
H27 -4.21 -6.77 -2.60
H28 -0.32 6.40 -4.14
H29 2.16 -0.92 0.02
O9 -4.69 2.79 -1.21
H30 0.60 6.91 -5.55
H31 4.43 -1.61 5.44
C12 -1.69 -5.95 -1.34
O10 -5.96 -1.31 1.34
H32 2.37 2.73 -1.61
C13 2.66 6.57 -0.50
C14 -4.88 -6.14 -2.01
H33 4.39 4.79 -3.94
C15 -4.19 -7.39 0.03
F5 -4.10 4.59 0.29
H34 -1.14 0.75 -0.68
H35 3.50 5.27 1.03
F6 5.57 -5.31 -0.02
C16 -0.56 -4.88 -1.47
H36 2.59 -2.69 2.46
S7 5.72 2.41 1.84
C17 -0.26 0.44 -0.13
C18 -2.92 -5.24 -0.68
O11 4.25 -2.17 -2.69
H37 0.29 -3.06 2.36
H38 -1.36 0.38 1.64
H39 5.16 4.01 -2.56
C19 0.02 -2.01 2.41
S8 -3.71 6.24 2.90
O12 -3.67 -0.29 1.88
C20 -3.92 -7.48 1.51
F7 -4.24 7.32 3.96
H40 3.85 6.52 -2.52
O13 -3.15 3.24 3.06
H41 -4.08 -8.51 1.83
H42 3.80 3.28 -0.76
H43 2.68 6.07 -4.75
C21 -5.31 -5.08 0.26
H44 -0.81 -1.72 -0.33
H45 0.61 1.01 -0.46
F8 -3.38 -2.06 -2.08
H46 1.04 5.14 -2.25
H47 -0.21 -1.72 3.44
H48 3.36 -1.12 1.89
H49 0.33 5.26 -5.35
F9 -4.32 -2.34 2.63
F10 5.80 1.50 -1.59
O14 6.13 -3.24 -0.87
C22 2.51 5.47 0.61
H50 -3.38 -7.93 -0.47
H51 -5.11 -7.86 -0.32
H52 0.61 0.53 3.14
O15 -3.50 0.06 -1.02
C23 -4.97 -6.67 2.31
C24 -4.94 -5.19 1.76
C25 0.53 6.15 -4.77
O16 -2.35 2.96 -0.05
H53 -2.71 -4.97 0.35
H54 1.76 6.95 -0.98
H55 4.73 -2.11 3.85
H56 -5.39 -4.07 -0.14
N7 3.15 4.68 -2.18
O17 6.94 2.15 2.64
N8 -4.25 -5.97 -0.59
C26 1.92 4.16 0.08
C27 1.86 6.07 -4.02
O18 4.23 0.61 0.02
O19 -5.54 -1.44 -1.32
H57 3.40 -2.94 4.74
H58 0.91 4.39 -0.25
S9 -4.15 -1.27 -0.91
S10 5.56 1.19 0.01
H59 -0.28 -4.28 -0.61
O20 2.19 -3.41 -1.82
H60 0.21 -1.11 -1.48

For the HOMO energy, the calculation gives -4.52 eV. Its charge is -2. The value obtained for the frontier orbital gap is 6.684 eV. The calculation puts the energy above the lowest of the compared OMol25 structures with the same formula, charge and spin at 63.1 kcal/mol.


ORCA calculation (ωB97M-V/def2-TZVPD) on a cluster of 2 separate species, C4H10ClNO in total.

Atoms and positions in Å:
N1 -0.85 -1.30 0.95
C1 1.29 2.35 0.48
H1 -0.32 -0.52 1.36
H2 3.27 1.64 -0.06
H3 0.24 2.26 0.17
C2 2.22 1.54 -0.40
H4 -1.50 -3.20 -0.89
H5 2.15 1.89 -1.44
H6 -3.00 -2.58 -0.14
Cl1 1.37 1.81 2.18
H7 1.94 0.47 -0.37
H8 -0.95 -2.17 1.47
H9 -2.57 -2.09 -1.80
C3 -2.16 -2.32 -0.81
C4 -1.40 -1.13 -0.28
H10 1.56 3.43 0.48
O1 -1.28 -0.08 -0.91

Its SMILES is CC(N)=O.CCCl. For the HOMO energy, the calculation gives -9.92 eV. The value obtained for the frontier orbital gap is 10.756 eV. The calculation puts the energy above the lowest of the compared OMol25 structures with the same formula, charge and spin at 0.0 kcal/mol.


What did the fourth record say?
ORCA calculation (ωB97M-V/def2-TZVPD) on a cluster of 2 separate species, C4H10ClNO in total.

Atoms and positions in Å:
N1 -0.85 -1.30 0.95
C1 1.29 2.35 0.48
H1 -0.32 -0.52 1.36
H2 3.27 1.64 -0.06
H3 0.24 2.26 0.17
C2 2.22 1.54 -0.40
H4 -1.50 -3.20 -0.89
H5 2.15 1.89 -1.44
H6 -3.00 -2.58 -0.14
Cl1 1.37 1.81 2.18
H7 1.94 0.47 -0.37
H8 -0.95 -2.17 1.47
H9 -2.57 -2.09 -1.80
C3 -2.16 -2.32 -0.81
C4 -1.40 -1.13 -0.28
H10 1.56 3.43 0.48
O1 -1.28 -0.08 -0.91

Its SMILES is CC(N)=O.CCCl. For the HOMO energy, the calculation gives -9.92 eV. The value obtained for the frontier orbital gap is 10.756 eV. The calculation puts the energy above the lowest of the compared OMol25 structures with the same formula, charge and spin at 0.0 kcal/mol.


Repeat the fourth record exactly.
ORCA calculation (ωB97M-V/def2-TZVPD) on a cluster of 2 separate species, C4H10ClNO in total.

Atoms and positions in Å:
N1 -0.85 -1.30 0.95
C1 1.29 2.35 0.48
H1 -0.32 -0.52 1.36
H2 3.27 1.64 -0.06
H3 0.24 2.26 0.17
C2 2.22 1.54 -0.40
H4 -1.50 -3.20 -0.89
H5 2.15 1.89 -1.44
H6 -3.00 -2.58 -0.14
Cl1 1.37 1.81 2.18
H7 1.94 0.47 -0.37
H8 -0.95 -2.17 1.47
H9 -2.57 -2.09 -1.80
C3 -2.16 -2.32 -0.81
C4 -1.40 -1.13 -0.28
H10 1.56 3.43 0.48
O1 -1.28 -0.08 -0.91

Its SMILES is CC(N)=O.CCCl. For the HOMO energy, the calculation gives -9.92 eV. The value obtained for the frontier orbital gap is 10.756 eV. The calculation puts the energy above the lowest of the compared OMol25 structures with the same formula, charge and spin at 0.0 kcal/mol.